(1)
A 2-piece molecular cluster, C6H13Cl overall, computed with wB97M-V/def2-TZVPD.

Element x y z (Å)
C -1.10404 -1.76206 0.61052
C -1.47071 -0.14626 -1.32497
C 1.31763 0.49552 1.50631
C 1.16446 1.55523 -0.80690
C -1.05705 -0.35531 0.10443
C 0.98666 0.33789 0.04480
Cl 1.82853 -1.04920 -0.64445
H -0.11709 -2.14274 0.86667
H -1.51947 -2.41773 -0.15312
H -1.73037 -1.82432 1.49972
H -0.84533 -0.74292 -1.98748
H -1.38411 0.89964 -1.60944
H -2.50833 -0.45004 -1.48027
H 0.99229 -0.37347 2.07440
H 2.39281 0.61179 1.65771
H 0.81545 1.37608 1.90250
H 0.98597 1.33168 -1.85493
H 2.19381 1.91068 -0.70751
H 0.49628 2.34916 -0.48279
H -1.43738 0.39638 0.78479

Cartesian forces (eV/Å) of the 3 atoms listed first:
C -0.05 0.05 0.13
C -0.15 0.04 0.23
C 0.10 -0.02 -0.19

E_HOMO = -8.395 eV
Gap between HOMO and LUMO = 9.31 eV
Spin multiplicity = 1
Relative energy (zero: lowest compared OMol25 entry of this formula, charge and spin) = 0.000 eV

For each atom in turn, the Löwdin charge in e is:
1 C -0.123
2 C -0.132
3 C -0.150
4 C -0.151
5 C -0.265
6 C -0.794
7 Cl 0.645
8 H 0.044
9 H 0.077
10 H 0.076
11 H 0.072
12 H 0.064
13 H 0.078
14 H 0.067
15 H 0.076
16 H 0.081
17 H 0.067
18 H 0.083
19 H 0.084
20 H 0.101

=====

(2)
A 13-piece molecular cluster, C78H102O16 overall, computed with wB97M-V/def2-TZVPD.

Element x y z (Å)
C 9.99643 19.67592 16.92118
C 9.55259 20.62423 16.12617
C 9.59635 20.38114 14.62566
O 9.57128 21.29826 13.79885
C 9.68063 18.95032 14.22426
C 10.04615 18.00834 15.04530
C 10.43479 18.32249 16.45971
O 10.89210 17.56926 17.27531
H 10.06783 19.73166 17.95078
H 9.16507 21.63122 16.41379
H 9.45113 18.75073 13.17652
H 10.04655 16.95248 14.80026
C 12.48265 23.65577 11.92485
C 13.26188 22.59343 11.99284
C 13.29431 21.61687 10.92248
O 14.00921 20.63956 10.93777
C 12.41616 21.75239 9.71912
C 11.59627 22.83491 9.64082
C 11.51238 23.79384 10.76422
O 10.78638 24.76912 10.57161
H 12.40782 24.38538 12.74142
H 13.93160 22.48716 12.83100
H 12.58620 21.02915 8.90582
H 11.00808 23.01297 8.76012
C 14.23127 23.16740 20.52920
C 14.91602 24.12786 19.91800
C 16.18831 24.67287 20.41536
O 16.64146 25.73396 20.02562
C 16.94202 23.78967 21.30876
C 16.25808 22.84033 21.98383
C 14.82862 22.48774 21.72046
O 14.36256 21.55126 22.21973
H 13.21288 22.93099 20.31568
H 14.50851 24.75640 19.08255
H 18.01666 24.00958 21.39845
H 16.66586 22.07489 22.70181
C 23.22874 21.94939 14.60208
C 23.93704 20.82946 14.72470
C 23.28937 19.43570 14.89465
O 23.82426 18.37044 14.64457
C 21.89221 19.58392 15.45680
C 21.16380 20.69675 15.46715
C 21.80536 22.03191 15.10104
O 21.28510 23.11319 15.36380
H 23.74686 22.91591 14.43824
H 24.95536 20.81292 14.27967
H 21.46254 18.61262 15.72797
H 20.10869 20.68617 15.65336
C 19.00548 25.58956 17.04652
C 17.70891 25.33003 16.86434
C 17.14197 23.99242 17.05474
O 15.98030 23.68814 16.84457
C 18.08191 22.89990 17.43632
C 19.39813 23.10359 17.53117
C 19.95347 24.52512 17.43839
O 21.07260 24.79087 17.72103
H 19.57250 26.51100 16.94828
H 16.98792 26.08593 16.55896
H 17.73356 21.87006 17.54171
H 19.99426 22.26714 17.69699
C 13.56715 17.89873 22.00695
C 13.16622 18.93853 21.33485
C 13.28256 19.03928 19.86465
O 12.67806 19.83910 19.19872
C 14.09370 17.95911 19.22032
C 14.51913 16.89064 19.91040
C 14.27356 16.80941 21.39310
O 14.78128 15.93939 22.07674
H 13.54127 17.88853 23.09898
H 12.80428 19.77931 21.87667
H 14.18456 17.96620 18.11964
H 15.08408 16.07536 19.40728
C 18.46574 23.83464 13.52555
C 18.20865 24.94552 12.83805
C 17.35453 24.88643 11.59813
O 17.18618 25.83456 10.90044
C 16.71774 23.54594 11.23819
C 17.06032 22.42584 11.87796
C 18.01281 22.51174 13.02507
O 18.37065 21.50711 13.61669
H 18.97465 23.95979 14.45896
H 18.56452 25.94962 13.12554
H 16.03912 23.60736 10.44107
H 16.65604 21.46777 11.53612
C 17.38721 18.28666 11.79286
C 17.22372 17.03358 12.22601
C 18.40939 16.12734 12.54485
O 18.40315 14.93490 12.61756
C 19.68991 16.92707 12.67348
C 19.85069 18.22225 12.34884
C 18.75622 18.82936 11.52667
O 18.90922 19.67050 10.70766
H 16.55170 18.90194 11.54562
H 16.29130 16.52463 12.34447
H 20.51162 16.41975 13.12451
H 20.78943 18.77458 12.42040
C 16.03087 19.05406 25.45381
C 17.13951 19.15083 24.41688
C 16.69944 19.38498 22.96109
C 17.98219 19.47952 22.08732
C 17.71346 19.72354 20.57074
C 19.02958 19.74306 19.75937
H 15.28118 18.37582 25.03880
H 15.61364 20.07672 25.68578
H 16.46470 18.56117 26.36179
H 17.86417 19.98562 24.59285
H 17.75354 18.24294 24.42267
H 16.09299 20.28625 22.97244
H 16.00272 18.63612 22.55612
H 18.63275 20.27495 22.50750
H 18.35987 18.43657 22.22149
H 17.11306 18.93265 20.18883
H 17.18190 20.65514 20.28498
H 19.90254 19.86871 20.44084
H 19.33348 18.76769 19.22140
H 19.09933 20.59596 19.08750
C 16.06932 13.50728 14.38677
C 17.34936 12.72570 14.54837
C 17.08071 11.25156 14.98062
C 18.44569 10.43030 14.81045
C 19.56583 10.81383 15.72404
C 20.79690 9.93189 15.62028
H 15.37706 12.99889 13.69229
H 16.26037 14.49000 13.93070
H 15.59052 13.64521 15.35703
H 17.93259 12.71426 13.61137
H 17.93720 13.25520 15.23808
H 16.34996 10.79470 14.34606
H 16.77815 11.23820 16.01571
H 18.19204 9.39710 14.98236
H 18.72667 10.48850 13.76882
H 19.83238 11.89432 15.79546
H 19.19585 10.53608 16.78300
H 21.58369 10.26002 16.36343
H 20.59266 8.87222 15.65817
H 21.18233 10.03200 14.56974
C 19.89855 16.05687 16.36746
C 20.55162 15.55456 17.68822
C 19.89930 14.29235 18.32781
C 18.40234 14.34064 18.56618
C 17.89782 13.17130 19.41346
C 16.49742 13.35228 19.98553
H 19.95571 15.28144 15.59076
H 20.38661 16.89198 15.95214
H 18.84441 16.25400 16.49776
H 21.59395 15.35085 17.57508
H 20.55492 16.36430 18.47884
H 20.43722 14.16780 19.30090
H 20.22323 13.48224 17.69998
H 18.07242 15.29868 19.02821
H 17.86293 14.30859 17.62475
H 17.93576 12.21228 18.90146
H 18.57752 13.08887 20.27193
H 16.25356 12.38408 20.48136
H 16.27267 14.15848 20.74963
H 15.80504 13.44542 19.16290
C 17.48049 18.78557 15.20574
C 16.31773 17.84939 15.47961
C 14.92376 18.40688 15.02026
C 14.64560 19.82047 15.59464
C 13.22585 20.23503 15.15343
C 12.82962 21.70435 15.50506
H 18.43508 18.45101 15.74173
H 17.26543 19.79742 15.54226
H 17.63896 18.75776 14.14875
H 16.51399 16.91070 14.98134
H 16.34043 17.65239 16.53418
H 14.21057 17.75886 15.46345
H 14.69794 18.45215 13.95681
H 14.66876 19.87847 16.69862
H 15.38960 20.58600 15.24605
H 13.29426 20.13917 14.04178
H 12.45459 19.52216 15.53923
H 12.02807 22.05080 14.90421
H 12.57114 21.83038 16.58159
H 13.65974 22.39053 15.25024
C 12.18484 16.37852 11.75989
C 13.26224 15.76919 12.62953
C 12.76215 14.87744 13.76749
C 12.00026 13.64020 13.24226
C 11.38145 12.87450 14.42860
C 10.87775 11.42831 14.13254
H 12.58749 17.04643 11.00259
H 11.55364 17.03772 12.39094
H 11.61854 15.59775 11.27962
H 13.95421 15.19186 11.97502
H 13.92134 16.51306 13.09714
H 12.09108 15.35552 14.46309
H 13.60434 14.46224 14.28056
H 11.22389 14.04623 12.59399
H 12.66777 13.01718 12.67204
H 12.05495 12.96075 15.28572
H 10.47615 13.41842 14.71054
H 10.00245 11.53241 13.45845
H 11.60517 10.75627 13.59848
H 10.43406 10.79450 14.94653

Cartesian forces (eV/Å) of the 3 atoms listed first:
C 0.31 -0.63 -0.90
C -0.55 1.37 -1.62
C 0.05 1.25 -0.14

E_HOMO = -10.048 eV
Gap between HOMO and LUMO = 8.29 eV
Spin multiplicity = 1
Relative energy (zero: lowest compared OMol25 entry of this formula, charge and spin) = 0.000 eV

Atom charges from the Löwdin analysis, given in e for atoms 1 to 99:
1 C 0.000
2 C 0.022
3 C -0.356
4 O 0.073
5 C 0.000
6 C 0.005
7 C -0.393
8 O 0.118
9 H 0.094
10 H 0.140
11 H 0.128
12 H 0.115
13 C 0.048
14 C -0.017
15 C -0.405
16 O 0.080
17 C 0.039
18 C 0.022
19 C -0.345
20 O 0.090
21 H 0.134
22 H 0.109
23 H 0.128
24 H 0.115
25 C 0.044
26 C 0.007
27 C -0.412
28 O 0.101
29 C 0.028
30 C 0.032
31 C -0.411
32 O 0.133
33 H 0.116
34 H 0.142
35 H 0.133
36 H 0.121
37 C 0.010
38 C 0.017
39 C -0.348
40 O 0.102
41 C 0.011
42 C 0.027
43 C -0.313
44 O 0.078
45 H 0.132
46 H 0.126
47 H 0.096
48 H 0.095
49 C 0.034
50 C 0.009
51 C -0.401
52 O 0.081
53 C 0.012
54 C 0.019
55 C -0.409
56 O 0.131
57 H 0.131
58 H 0.130
59 H 0.114
60 H 0.077
61 C -0.020
62 C 0.014
63 C -0.368
64 O 0.103
65 C 0.024
66 C 0.039
67 C -0.397
68 O 0.098
69 H 0.133
70 H 0.104
71 H 0.111
72 H 0.120
73 C 0.018
74 C 0.035
75 C -0.378
76 O 0.122
77 C 0.038
78 C 0.028
79 C -0.345
80 O 0.084
81 H 0.090
82 H 0.131
83 H 0.101
84 H 0.109
85 C 0.018
86 C 0.018
87 C -0.353
88 O 0.118
89 C 0.025
90 C 0.031
91 C -0.416
92 O 0.127
93 H 0.109
94 H 0.092
95 H 0.104
96 H 0.122
97 C -0.106
98 C -0.285
99 C -0.235

=====

(3)
A 2-piece molecular cluster, C5H8O2 overall, computed with wB97M-V/def2-TZVPD.

Element x y z (Å)
C 1.79986 0.47047 -1.61481
C 1.52108 0.94746 -0.39004
C 0.09225 1.20031 0.07009
O -0.05115 1.33755 1.27354
O -0.85944 1.29140 -0.89175
H 2.83076 0.52400 -1.93595
H 0.94480 0.35189 -2.24100
H 2.18373 0.91270 0.44273
H -1.75464 1.51129 -0.49240
C -0.57539 -1.47826 0.51964
C -1.71867 -1.31357 1.21831
H -0.44821 -2.25856 -0.15964
H 0.32135 -1.19387 1.04247
H -1.56840 -0.67972 2.12231
H -2.71792 -1.62307 1.03651

Cartesian forces (eV/Å) of the 3 atoms listed first:
C 0.03 1.85 1.59
C -1.81 -1.31 -1.29
C 1.29 0.18 1.19

SMILES = C=CC(=O)O.C=C
E_HOMO = -9.869 eV
Gap between HOMO and LUMO = 10.42 eV
Spin multiplicity = 1
Relative energy (zero: lowest compared OMol25 entry of this formula, charge and spin) = 2.298 eV

For each atom in turn, the Löwdin charge in e is:
1 C 0.060
2 C -0.075
3 C -0.562
4 O 0.054
5 O 0.074
6 H 0.066
7 H 0.059
8 H 0.100
9 H 0.159
10 C -0.080
11 C -0.040
12 H 0.034
13 H 0.053
14 H 0.064
15 H 0.036

=====

(4)
The molecule C4H7N3, computed with wB97M-V/def2-TZVPD.

Element x y z (Å)
C -1.37048 0.04966 1.66378
N -1.48121 0.35845 0.30149
C -0.36739 0.34228 -0.41567
N -0.26489 0.27867 -1.76030
N 0.97589 -0.19707 -1.91835
C 1.69105 -0.42145 -0.82126
C 0.85284 -0.05945 0.31445
H 0.31225 -0.80562 1.09499
H -0.74460 0.75031 2.21889
H -2.33920 -0.11757 2.13053
H -2.36103 0.25967 -0.18915
H 1.29074 -0.35807 -2.86441
H 2.71238 -0.76900 -0.87275
H 1.30563 0.63692 1.03680

Cartesian forces (eV/Å) of the 3 atoms listed first:
C -0.14 0.14 0.13
N 0.10 -0.04 -0.27
C -0.18 -0.02 0.12

E_HOMO (spin up / spin down) = -6.325 / -6.329 eV
Gap between HOMO and LUMO (spin up / spin down) = 7.12 / 7.13 eV
Spin multiplicity = 1
Relative energy (zero: lowest compared OMol25 entry of this formula, charge and spin) = 3.874 eV

For each atom in turn, the Löwdin charge in e is:
1 C -0.110
2 N -0.028
3 C -0.378
4 N 0.064
5 N -0.044
6 C -0.069
7 C -0.161
8 H 0.124
9 H 0.035
10 H 0.029
11 H 0.147
12 H 0.157
13 H 0.111
14 H 0.121

=====

> relative energy (zero: lowest compared OMol25 entry of this formula, charge and spin) of number 3 (C5H8O2)?

2.298 eV

=====

> The highest relative energy (zero: lowest compared OMol25 entry of this formula, charge and spin) belongs to which entry?

C4H7N3

=====

> Number 1 is which compound?

C6H13Cl